{"formula": "C24H18N3O5PPd", "method": "ωB97M-V/def2-TZVPD", "species": ["Pd", "O", "C", "C", "C", "N", "C", "C", "C", "O", "O", "C", "O", "O", "H", "H", "H", "N", "P", "C", "C", "C", "C", "C", "C", "C", "C", "C", "C", "C", "C", "C", "C", "C", "C", "C", "N", "H", "H", "H", "H", "H", "H", "H", "H", "H", "H", "H", "H", "H", "H", "H"], "coordinates": [[-0.571, 0.156, -1.455], [-6.378, -0.073, 1.238], [-5.128, 0.088, 0.685], [-4.306, 1.135, 1.044], [-3.035, 1.232, 0.484], [-2.596, 0.344, -0.415], [-3.426, -0.640, -0.796], [-4.691, -0.818, -0.262], [-2.959, -1.633, -1.880], [-3.680, -2.628, -2.062], [-1.886, -1.349, -2.471], [-2.166, 2.422, 0.962], [-2.832, 3.460, 1.191], [-0.953, 2.210, 1.089], [-6.506, 0.652, 1.858], [-4.612, 1.914, 1.732], [-5.289, -1.651, -0.602], [1.201, -1.218, 0.807], [1.692, 0.454, 0.788], [3.487, 0.102, 0.463], [4.247, 0.778, -0.490], [5.612, 0.539, -0.613], [6.244, -0.382, 0.208], [5.498, -1.064, 1.164], [4.140, -0.818, 1.290], [1.208, 1.030, -0.873], [1.393, 0.237, -2.076], [1.648, 0.921, -3.316], [1.648, 2.281, -3.390], [1.393, 3.064, -2.225], [1.178, 2.464, -1.021], [0.000, -1.542, 1.450], [-0.965, -2.318, 0.790], [-2.146, -2.599, 1.440], [-2.352, -2.084, 2.720], [-1.332, -1.342, 3.285], [-0.168, -1.091, 2.688], [1.255, -1.663, -0.102], [3.765, 1.492, -1.149], [6.180, 1.074, -1.367], [7.307, -0.571, 0.105], [5.979, -1.788, 1.813], [3.561, -1.352, 2.036], [1.804, -0.772, -2.012], [1.856, 0.328, -4.201], [1.831, 2.773, -4.340], [1.350, 4.145, -2.303], [0.959, 3.049, -0.135], [-0.809, -2.625, -0.237], [-2.924, -3.159, 0.933], [-3.284, -2.242, 3.247], [-1.443, -0.921, 4.280]], "nbo_charge": [0.432, -0.686, 0.313, -0.334, 0.163, -0.487, 0.126, -0.318, 0.735, -0.746, -0.760, 0.734, -0.783, -0.729, 0.470, 0.230, 0.246, -0.906, 1.083, -0.225, -0.246, -0.223, -0.254, -0.221, -0.247, -0.505, -0.394, -0.144, -0.297, -0.303, -0.170, 0.393, -0.295, -0.161, -0.318, 0.048, -0.459, 0.387, 0.234, 0.196, 0.189, 0.190, 0.221, 0.193, 0.179, 0.182, 0.190, 0.243, 0.238, 0.225, 0.202, 0.173], "homo_energy_ev": -1.3, "charge": -2, "total_energy_ev": -52659.5618, "e_lumo_ha": 0.1720, "gap_ev": 5.94}